Entry 1:
C44H78BrN5O7 | wB97M-V/def2-TZVPD

Bonds (Å) are listed after each position.
Geometry (Å):
1 Br -0.675 -0.427 4.615  C29 2.029
2 O -5.051 -2.210 4.529  C38 1.409, H124 0.965
3 O 0.037 1.927 3.230  C25 1.419, C26 1.419
4 O 3.468 0.810 -4.972  C20 1.417, C48 1.416
5 O -6.204 3.120 -1.675  C27 1.417, C55 1.414
6 O 3.609 -0.313 1.903  C42 1.429, C54 1.420
7 O 2.582 3.255 -0.731  C33 1.414, C56 1.416
8 O -0.534 -1.467 1.905  C29 1.379, C41 1.441
9 N 5.292 2.792 0.139  C57 1.468, H85 1.017, H113 1.018
10 N -3.675 -4.564 5.224  C24 1.466, H73 1.010, H78 1.012
11 N -4.081 -2.260 1.044  C43 1.478, C53 1.348, H77 1.008
12 N 3.611 0.820 -7.854  C16 1.465, H99 1.017, H128 1.016
13 N -5.133 5.775 -2.014  C35 1.466, H59 1.017, H110 1.016
14 C 7.876 -2.372 0.429  C37 1.388, C40 1.389, H102 1.081
15 C -1.802 -0.447 0.075  C21 1.392, C31 1.398, C41 1.545
16 C 4.766 0.407 -7.054  N12 1.465, C20 1.535, C32 1.525, H68 1.094
17 C -6.442 -2.886 1.758  C53 1.198, H83 1.062
18 C -7.281 6.041 -0.905  C35 1.525, H89 1.092, H95 1.090, H125 1.090
19 C -1.391 -4.263 0.835  C30 1.540, C36 1.544, C49 1.549, H61 1.094
20 C 4.715 0.965 -5.625  O4 1.417, C16 1.535, H64 1.094, H103 1.098
21 C -2.932 0.250 -0.340  C15 1.392, C46 1.388, H129 1.078
22 C 6.139 -2.894 2.003  C28 1.388, C37 1.389, H116 1.084
23 C -2.976 -2.545 3.200  C38 1.532, C43 1.550, H84 1.090, H107 1.087
24 C -3.174 -3.229 5.565  N10 1.466, C38 1.546, H88 1.089, H126 1.096
25 C 0.430 3.194 2.725  O3 1.419, H70 1.088, H80 1.093, H81 1.093
26 C -0.181 1.012 2.168  O3 1.419, C29 1.544, H60 1.091, H75 1.091
27 C -6.812 2.848 -0.424  O5 1.417, H76 1.092, H87 1.090, H98 1.093
28 C 5.631 -1.607 1.886  C22 1.388, C39 1.385, C54 1.509
29 C -0.050 -0.437 2.684  Br1 2.029, O8 1.379, C26 1.544, C45 1.544
30 C -0.552 -4.495 2.106  C19 1.540, H66 1.085, H96 1.093, H119 1.089
31 C -0.613 -0.131 -0.589  C15 1.398, C51 1.380, H63 1.081
32 C 4.887 -1.112 -7.112  C16 1.525, H86 1.092, H91 1.090, H97 1.089
33 C 3.241 2.046 -1.054  O7 1.414, C57 1.535, H122 1.099, H131 1.094
34 C -4.794 0.174 2.690  C52 1.342, H71 1.085, H117 1.085
35 C -6.571 5.530 -2.154  N13 1.466, C18 1.525, C55 1.535, H133 1.094
36 C -1.536 -2.831 0.277  C19 1.544, C41 1.570, H93 1.091, H121 1.087
37 C 7.262 -3.279 1.281  C14 1.388, C22 1.389, H118 1.082
38 C -3.642 -2.180 4.530  O2 1.409, C23 1.532, C24 1.546, H132 1.085
39 C 6.245 -0.705 1.035  C28 1.385, C40 1.384, H106 1.079
40 C 7.361 -1.089 0.311  C14 1.389, C39 1.384, H74 1.083
41 C -1.761 -1.550 1.156  O8 1.441, C15 1.545, C36 1.570, C43 1.589
42 C 2.290 -0.785 1.620  O6 1.429, C44 1.534, C45 1.529, H79 1.090
43 C -3.125 -1.615 1.969  N11 1.478, C23 1.550, C41 1.589, C52 1.517
44 C 2.329 -2.165 0.951  C42 1.534, H69 1.092, H111 1.086, H114 1.090
45 C 1.452 -0.728 2.896  C29 1.544, C42 1.529, H90 1.092, H101 1.087
46 C -2.879 1.228 -1.325  C21 1.388, C47 1.385, H62 1.082
47 C -1.684 1.536 -1.952  C46 1.385, C51 1.389, H109 1.081
48 C 3.257 -0.449 -4.359  O4 1.416, H58 1.091, H67 1.092, H135 1.094
49 C -2.685 -5.114 0.896  C19 1.549, H120 1.093, H127 1.090, H130 1.086
50 C 5.347 2.795 -2.300  C57 1.523, H92 1.090, H94 1.092, H108 1.091
51 C -0.545 0.839 -1.569  C31 1.380, C47 1.389, H115 1.083
52 C -3.537 -0.256 2.502  C34 1.342, C43 1.517, H134 1.084
53 C -5.318 -2.627 1.430  N11 1.348, C17 1.198
54 C 4.434 -1.160 2.689  O6 1.420, C28 1.509, H72 1.091, H112 1.095
55 C -6.882 4.063 -2.483  O5 1.414, C35 1.535, H82 1.098, H105 1.094
56 C 2.411 4.154 -1.812  O7 1.416, H65 1.094, H104 1.090, H123 1.093
57 C 4.775 2.121 -1.059  N9 1.468, C33 1.535, C50 1.523, H100 1.095
58 H 2.546 -0.303 -3.546  C48 1.091
59 H -4.771 5.107 -1.338  N13 1.017
60 H 0.568 1.230 1.405  C26 1.091
61 H -0.820 -4.780 0.058  C19 1.094
62 H -3.791 1.742 -1.596  C46 1.082
63 H 0.297 -0.661 -0.342  C31 1.081
64 H 4.878 2.045 -5.678  C20 1.094
65 H 2.233 3.622 -2.751  C56 1.094
66 H 0.207 -3.741 2.288  C30 1.085
67 H 2.825 -1.168 -5.059  C48 1.092
68 H 5.663 0.825 -7.522  C16 1.094
69 H 2.269 -2.941 1.717  C44 1.092
70 H 0.143 3.938 3.465  C25 1.088
71 H -5.081 0.677 3.607  C34 1.085
72 H 3.931 -2.017 3.140  C54 1.091
73 H -3.894 -5.098 6.054  N10 1.010
74 H 7.860 -0.396 -0.355  C40 1.083
75 H -1.161 1.240 1.745  C26 1.091
76 H -6.470 3.542 0.347  C27 1.092
77 H -4.081 -1.909 0.099  N11 1.008
78 H -2.964 -5.088 4.730  N10 1.012
79 H 1.939 -0.083 0.864  C42 1.090
80 H -0.077 3.426 1.785  C25 1.093
81 H 1.514 3.240 2.586  C25 1.093
82 H -7.963 3.871 -2.469  C55 1.098
83 H -7.419 -3.212 2.016  C17 1.062
84 H -3.331 -3.543 2.944  C23 1.090
85 H 4.814 3.687 0.208  N9 1.017
86 H 5.647 -1.475 -6.417  C32 1.092
87 H -6.509 1.844 -0.124  C27 1.090
88 H -3.572 -2.904 6.525  C24 1.089
89 H -8.334 5.752 -0.903  C18 1.092
90 H 1.509 -1.680 3.428  C45 1.092
91 H 3.944 -1.605 -6.877  C32 1.090
92 H 5.226 3.878 -2.278  C50 1.090
93 H -0.589 -2.615 -0.220  C36 1.091
94 H 4.864 2.409 -3.200  C50 1.092
95 H -7.232 7.129 -0.866  C18 1.090
96 H -0.027 -5.447 1.998  C30 1.093
97 H 5.173 -1.426 -8.116  C32 1.089
98 H -7.903 2.880 -0.492  C27 1.093
99 H 2.772 0.573 -7.336  N12 1.017
100 H 5.140 1.089 -1.051  C57 1.095
101 H 1.838 0.035 3.568  C45 1.087
102 H 8.745 -2.685 -0.134  C14 1.081
103 H 5.523 0.552 -5.006  C20 1.098
104 H 1.542 4.772 -1.589  C56 1.090
105 H -6.539 3.867 -3.502  C55 1.094
106 H 5.862 0.299 0.939  C39 1.079
107 H -1.922 -2.671 3.436  C23 1.087
108 H 6.416 2.595 -2.378  C50 1.091
109 H -1.655 2.292 -2.723  C47 1.081
110 H -4.665 5.529 -2.881  N13 1.016
111 H 1.503 -2.312 0.262  C44 1.086
112 H 4.812 -0.554 3.519  C54 1.095
113 H 4.973 2.281 0.960  N9 1.018
114 H 3.282 -2.314 0.443  C44 1.090
115 H 0.387 1.065 -2.072  C51 1.083
116 H 5.661 -3.584 2.687  C22 1.084
117 H -5.576 -0.005 1.959  C34 1.085
118 H 7.636 -4.285 1.422  C37 1.082
119 H -1.194 -4.634 2.974  C30 1.089
120 H -2.512 -6.069 0.394  C49 1.093
121 H -2.262 -2.848 -0.532  C36 1.087
122 H 2.865 1.647 -2.007  C33 1.099
123 H 3.274 4.814 -1.924  C56 1.093
124 H -5.336 -3.083 4.233  O2 0.965
125 H -6.820 5.665 0.008  C18 1.090
126 H -2.082 -3.208 5.652  C24 1.096
127 H -2.953 -5.385 1.917  C49 1.090
128 H 3.581 1.835 -7.902  N12 1.016
129 H -3.894 0.048 0.103  C21 1.078
130 H -3.520 -4.649 0.380  C49 1.086
131 H 2.949 1.339 -0.272  C33 1.094
132 H -3.341 -1.227 4.950  C38 1.085
133 H -6.930 6.124 -3.000  C35 1.094
134 H -2.728 0.441 2.692  C52 1.084
135 H 4.186 -0.853 -3.944  C48 1.094

- Frontier orbital gap: 8.47 eV
- Net charge: 0
- LUMO energy: 0.46 eV
- SMILES: C#CN[C@@](C=C)(C[C@@H](O)CN)[C@](CC(C)C)(O[C@](Br)(COC)C[C@H](C)OCc1ccccc1)c1ccccc1.COC[C@@H](C)N.COC[C@@H](C)N.COC[C@@H](C)N

---

Entry 2:
C44H79F4N8O10P | wB97M-V/def2-TZVPD

Bonds (Å) are listed after each position.
Geometry (Å):
1 P 6.360 -3.440 -1.180  O11 1.612, O12 1.741, O14 1.741, C43 1.941
2 F 0.151 1.713 2.178  C46 1.497
3 F 1.259 -2.187 -1.189  C33 1.511
4 F 8.680 2.380 1.188  C39 1.483
5 F 1.661 -4.134 3.139  C31 1.509
6 O 0.942 -1.790 3.496  C31 1.362
7 O 6.266 1.546 -0.369  C41 1.359
8 O -2.999 2.576 -2.153  N18 1.406
9 O -0.267 -3.166 0.447  C33 1.342
10 O 8.225 1.031 3.164  C39 1.342
11 O 7.807 -3.614 -0.491  P1 1.612
12 O 6.449 -1.989 -2.138  P1 1.741, C67 1.471
13 O -0.735 4.663 6.099  N23 1.406
14 O 6.074 -4.904 -2.077  P1 1.741, C63 1.471
15 O -3.088 -3.737 -4.444  N20 1.406
16 N 6.222 2.050 2.127  C39 1.539, C41 1.521, H99 1.062
17 N 4.348 0.698 0.941  C32 1.513, C41 1.519, C59 1.519
18 N -2.806 3.003 -3.479  O8 1.406, C58 1.506, C66 1.501
19 N 2.018 -2.403 1.270  N21 1.388, C31 1.517, C33 1.521
20 N -3.727 -3.884 -3.200  O15 1.406, C29 1.506, C62 1.501
21 N 2.572 -1.135 1.161  N19 1.388, C49 1.529, C59 1.543
22 N 2.713 5.031 -0.884  C57 1.529, H83 1.046, H121 1.054
23 N -0.943 3.302 6.388  O13 1.406, C50 1.501, C51 1.506
24 C -1.343 -3.906 -2.295  C29 1.563, H92 1.097, H94 1.097, H98 1.096
25 C -3.202 -4.419 -0.792  C29 1.554, H100 1.091, H130 1.098, H141 1.097
26 C -5.800 -4.076 -4.711  C62 1.569, H114 1.096, H132 1.097, H140 1.097
27 C -2.372 4.217 8.292  C51 1.563, H71 1.097, H93 1.097, H138 1.096
28 C 1.121 2.467 8.368  C35 1.522, C36 1.523, H89 1.094, H103 1.097
29 C -2.758 -4.570 -2.273  N20 1.506, C24 1.563, C25 1.554, C34 1.550
30 C 2.893 3.069 0.801  C32 1.641, C57 1.673, H128 1.171, H134 1.175
31 C 1.524 -2.706 2.672  F5 1.509, O6 1.362, N19 1.517
32 C 3.029 1.441 0.944  N17 1.513, C30 1.641, C49 1.640
33 C 0.945 -2.638 0.219  F3 1.511, O9 1.342, N19 1.521
34 C -2.604 -6.080 -2.585  C29 1.550, C53 1.523, H113 1.100, H129 1.097
35 C 1.472 2.638 6.897  C28 1.522, C50 1.559, H96 1.098, H109 1.099
36 C -0.024 3.394 8.757  C28 1.523, C51 1.550, H91 1.100, H119 1.097
37 C 3.994 -6.155 -1.070  C63 1.664, H80 1.193, H106 1.171, H143 1.192
38 C 4.572 -2.058 -3.944  C67 1.673, H70 1.194, H124 1.175, H133 1.190
39 C 7.741 1.816 2.188  F4 1.483, O10 1.342, N16 1.539
40 C -4.884 -6.124 -3.619  C53 1.522, C62 1.559, H117 1.098, H131 1.099
41 C 5.664 1.449 0.846  O7 1.359, N16 1.521, N17 1.519
42 C -4.821 1.453 -3.875  C66 1.569, H75 1.097, H107 1.096, H139 1.097
43 C 5.073 -3.216 0.256  P1 1.941, C60 1.641, H79 1.190, H146 1.194
44 C -1.078 4.556 -2.428  C58 1.563, H86 1.096, H142 1.097, H144 1.097
45 C -4.589 5.343 -3.950  C55 1.523, C64 1.522, H72 1.094, H81 1.097
46 C 0.298 0.575 1.218  F2 1.497, C49 1.656, C65 1.663, H112 1.193
47 C -0.137 1.063 5.654  C50 1.558, H104 1.095, H123 1.090, H125 1.097
48 C -3.800 2.679 -5.739  C66 1.558, H69 1.095, H90 1.090, H122 1.097
49 C 1.917 0.246 1.115  N21 1.529, C32 1.640, C46 1.656
50 C 0.265 2.546 5.915  N23 1.501, C35 1.559, C47 1.558, C52 1.569
51 C -1.270 3.198 7.855  N23 1.506, C27 1.563, C36 1.550, C56 1.554
52 C 0.807 3.025 4.523  C50 1.569, H87 1.096, H102 1.097, H145 1.097
53 C -3.947 -6.799 -2.628  C34 1.523, C40 1.522, H115 1.097, H135 1.094
54 C -1.653 4.822 -4.789  C58 1.554, H82 1.098, H105 1.091, H126 1.097
55 C -3.363 5.446 -3.052  C45 1.523, C58 1.550, H78 1.100, H84 1.097
56 C -1.903 1.819 8.188  C51 1.554, H108 1.098, H110 1.091, H111 1.097
57 C 3.190 3.584 -0.762  N22 1.529, C30 1.673, H118 1.177, H136 1.170
58 C -2.272 4.410 -3.426  N18 1.506, C44 1.563, C54 1.554, C55 1.550
59 C 4.072 -0.792 1.043  N17 1.519, N21 1.543, C60 1.640
60 C 5.375 -1.786 1.003  C43 1.641, C59 1.640, H73 1.188, H85 1.193
61 C -6.010 -4.244 -2.272  C62 1.558, H74 1.095, H76 1.097, H95 1.090
62 C -5.034 -4.583 -3.439  N20 1.501, C26 1.569, C40 1.559, C61 1.558
63 C 4.641 -5.184 -2.256  O14 1.471, C37 1.664, H77 1.171, H127 1.181
64 C -5.145 3.926 -3.936  C45 1.522, C66 1.559, H68 1.098, H120 1.099
65 C -0.248 1.017 -0.290  C46 1.663, H88 1.194, H97 1.182, H116 1.177
66 C -4.100 2.804 -4.215  N18 1.501, C42 1.569, C48 1.558, C64 1.559
67 C 6.191 -2.238 -3.564  O12 1.471, C38 1.673, H101 1.170, H137 1.194
68 H -5.970 3.863 -4.657  C64 1.098
69 H -4.472 3.300 -6.340  C48 1.095
70 H 4.424 -0.949 -4.359  C38 1.194
71 H -2.680 4.041 9.331  C27 1.097
72 H -4.352 5.648 -4.974  C45 1.094
73 H 5.692 -2.028 2.122  C60 1.188
74 H -6.512 -5.137 -1.886  C61 1.095
75 H -4.140 0.600 -3.981  C42 1.097
76 H -6.791 -3.539 -2.583  C61 1.097
77 H 3.979 -4.218 -2.276  C63 1.171
78 H -3.674 5.310 -2.006  C55 1.100
79 H 4.007 -3.271 -0.270  C43 1.190
80 H 4.112 -7.311 -1.340  C37 1.193
81 H -5.358 6.039 -3.596  C45 1.097
82 H -0.904 4.090 -5.121  C54 1.098
83 H 1.670 5.080 -0.826  N22 1.046
84 H -2.958 6.464 -3.115  C55 1.097
85 H 6.337 -1.294 0.498  C60 1.193
86 H -1.382 4.430 -1.383  C44 1.096
87 H 1.269 4.019 4.570  C52 1.096
88 H -1.329 0.545 -0.474  C65 1.194
89 H 0.870 1.423 8.580  C28 1.094
90 H -2.777 2.942 -6.010  C48 1.090
91 H 0.325 4.435 8.702  C36 1.100
92 H -1.410 -2.829 -2.097  C24 1.097
93 H -3.266 4.123 7.664  C27 1.097
94 H -0.692 -4.341 -1.527  C24 1.097
95 H -5.532 -3.744 -1.429  C61 1.090
96 H 2.237 1.899 6.627  C35 1.098
97 H -0.359 2.188 -0.407  C65 1.182
98 H -0.824 -4.048 -3.249  C24 1.096
99 H 5.756 1.557 2.945  N16 1.062
100 H -4.105 -4.980 -0.548  C25 1.091
101 H 6.653 -3.226 -3.989  C67 1.170
102 H 1.582 2.342 4.153  C52 1.097
103 H 1.999 2.699 8.981  C28 1.097
104 H 0.580 0.362 6.094  C47 1.095
105 H -2.390 4.944 -5.584  C54 1.091
106 H 4.396 -5.915 0.003  C37 1.171
107 H -5.230 1.438 -2.858  C42 1.096
108 H -2.765 1.614 7.539  C56 1.098
109 H 1.956 3.620 6.788  C35 1.099
110 H -1.203 0.986 8.104  C56 1.091
111 H -2.265 1.794 9.223  C56 1.097
112 H -0.318 -0.385 1.569  C46 1.193
113 H -2.093 -6.220 -3.549  C34 1.100
114 H -5.307 -4.370 -5.645  C26 1.096
115 H -3.790 -7.842 -2.929  C53 1.097
116 H 0.452 0.628 -1.154  C65 1.177
117 H -5.867 -6.609 -3.563  C40 1.098
118 H 2.652 2.906 -1.560  C57 1.177
119 H -0.284 3.219 9.808  C36 1.097
120 H -5.600 3.763 -2.948  C64 1.099
121 H 3.156 5.621 -0.131  N22 1.054
122 H -3.906 1.646 -6.094  C48 1.097
123 H -1.127 0.802 6.030  C47 1.090
124 H 3.874 -2.136 -3.002  C38 1.175
125 H -0.198 0.838 4.582  C47 1.097
126 H -1.144 5.791 -4.712  C54 1.097
127 H 4.537 -5.797 -3.260  C63 1.181
128 H 3.688 3.574 1.497  C30 1.171
129 H -1.965 -6.561 -1.834  C34 1.097
130 H -3.370 -3.364 -0.536  C25 1.098
131 H -4.504 -6.338 -4.628  C40 1.099
132 H -5.900 -2.984 -4.707  C26 1.097
133 H 4.239 -2.787 -4.824  C38 1.190
134 H 1.831 3.497 1.067  C30 1.175
135 H -4.405 -6.836 -1.635  C53 1.094
136 H 4.329 3.591 -1.032  C57 1.170
137 H 6.728 -1.351 -4.155  C67 1.194
138 H -2.028 5.256 8.249  C27 1.096
139 H -5.668 1.285 -4.552  C42 1.097
140 H -6.811 -4.500 -4.749  C26 1.097
141 H -2.430 -4.797 -0.111  C25 1.097
142 H -0.628 5.554 -2.496  C44 1.097
143 H 2.832 -5.888 -1.055  C37 1.192
144 H -0.290 3.825 -2.647  C44 1.097
145 H 0.008 3.055 3.773  C52 1.097
146 H 5.192 -4.091 1.059  C43 1.194

- Multiplicity: 4
- Frontier orbital gap (spin up / spin down): 5.66 / 6.26 eV
- Net charge: +1
- ⟨S²⟩: 3.764
- LUMO energy (spin up / spin down): -5.02 / -5.02 eV